1.
21
Properties=species:S:1:pos:R:3 method="wB97M-V/def2-TZVPD" gap_ev="7.11 / 7.11" de_lowest_kcal_mol=257.5 energy_ha=-515.439572 fmax_ev_per_a=5.7 charge=+1
C 1.510 -0.401 0.820
C 0.626 -1.642 0.876
C 0.831 0.749 0.948
C 1.549 2.816 -3.620
C -0.691 -0.367 2.311
C -0.430 -1.440 -0.311
C -1.114 -0.209 -0.047
C -0.604 0.612 1.170
N 0.552 1.800 -1.774
O -0.086 -1.459 2.147
O 1.029 2.477 -2.601
H 2.543 -0.539 0.521
H 1.167 -2.597 1.051
H 1.108 1.757 1.068
H 1.927 3.764 -3.826
H -1.263 -0.431 3.151
H 0.080 -1.525 -1.305
H -1.214 -2.391 -0.302
H -1.043 0.422 -0.877
H -2.202 -0.497 0.084
H -1.038 1.569 1.536

2.
19
Properties=species:S:1:pos:R:3 method="wB97M-V/def2-TZVPD" gap_ev=10.37 de_lowest_kcal_mol=97.5 energy_ha=-385.918378 fmax_ev_per_a=3.6
C 0.036 -3.044 -0.844
C 0.298 -1.786 -1.072
C 0.488 -0.588 -0.300
C -0.262 0.646 -0.783
C -0.016 1.988 -0.154
C 0.791 1.712 1.017
C -0.539 1.034 1.425
C -0.683 -0.152 0.472
H 0.017 -3.814 -1.556
H -0.475 -3.444 0.027
H 0.504 -1.511 -2.123
H 1.517 -0.549 0.202
H -0.906 0.534 -1.620
H 0.171 2.873 -0.837
H 0.929 2.667 1.559
H 1.695 1.126 0.990
H -0.735 0.896 2.500
H -1.599 -0.701 0.441
O -1.229 2.113 0.655

3.
33
Properties=species:S:1:pos:R:3 method="wB97M-V/def2-TZVPD" gap_ev=8.94 de_lowest_kcal_mol=0.0 energy_ha=-1963.230277 fmax_ev_per_a=1.8 charge=+2
W -0.134 -0.310 0.972
O 2.752 1.412 3.884
C 2.227 1.869 3.016
O 0.273 0.189 2.528
C 1.696 2.716 1.953
C 0.120 2.854 1.897
C -0.154 4.242 1.349
C 0.371 4.111 -0.102
C 0.709 2.630 -0.205
O -0.238 2.005 0.757
C 2.027 2.249 0.493
C 2.176 0.719 0.472
O 2.847 0.072 1.221
O 1.222 0.132 -0.315
H 2.163 3.676 2.202
H -0.422 2.557 2.787
H -1.224 4.436 1.378
H 0.342 5.016 1.932
H -0.391 4.376 -0.829
H 1.247 4.726 -0.305
H 0.573 2.182 -1.182
H 2.906 2.756 0.096
O -3.905 -0.689 -0.421
P -2.507 -1.053 0.064
O -2.075 -0.408 1.433
O -1.359 -0.499 -0.772
O -2.399 -2.609 0.249
P -1.156 -3.386 1.010
O -1.646 -3.397 2.484
O -0.690 -4.568 0.344
O -0.086 -2.141 1.042
H -4.657 -1.302 -0.364
H -1.700 -4.260 2.924

4.
20
Properties=species:S:1:pos:R:3 method="wB97M-V/def2-TZVPD" gap_ev=10.40 smiles="c1ccccc1.CC(=O)O" de_lowest_kcal_mol=7.6 energy_ha=-461.326398 fmax_ev_per_a=2.1
C 0.350 -0.266 2.362
C -0.972 -0.739 2.355
C -1.332 -1.777 1.507
C -0.383 -2.481 0.767
C 0.933 -2.060 0.856
C 1.301 -0.958 1.624
C 0.199 1.764 -1.989
C -0.375 2.684 -3.056
H 0.563 0.527 3.026
H -1.723 -0.162 2.941
H -2.364 -2.089 1.435
H -0.715 -3.307 0.138
H 1.679 -2.505 0.199
H 2.294 -0.573 1.649
H -0.536 0.622 -0.676
H 0.370 3.317 -3.569
H -0.919 2.104 -3.812
H -1.167 3.291 -2.512
O 1.376 1.608 -1.727
O -0.852 1.113 -1.445

5.
20
Properties=species:S:1:pos:R:3 method="wB97M-V/def2-TZVPD" gap_ev=8.37 de_lowest_kcal_mol=124.8 energy_ha=-461.139716 fmax_ev_per_a=3.9
C 0.037 0.805 1.462
C 0.834 -0.417 1.269
C -0.859 1.176 0.576
C -1.408 0.260 -0.363
C -2.706 2.133 -0.280
C 1.131 -1.006 0.085
C 1.858 -2.325 0.091
C 0.933 -0.560 -1.317
O -1.648 2.310 0.604
O -2.478 0.834 -0.817
H 0.340 1.519 2.305
H 1.194 -0.888 2.224
H -3.606 2.041 0.275
H -2.806 2.947 -0.971
H 2.883 -2.113 -0.320
H 1.341 -2.806 -0.772
H 2.012 -2.680 1.116
H 0.859 0.577 -1.494
H 0.187 -1.136 -1.792
H 1.902 -0.672 -1.882

6.
24
Properties=species:S:1:pos:R:3 method="wB97M-V/def2-TZVPD" gap_ev="7.88 / 4.86" de_lowest_kcal_mol=0.0 energy_ha=-1128.554461 spin_multiplicity=3 fmax_ev_per_a=5.5 charge=+2
Pt -0.802 -2.720 0.041
C 1.058 -2.935 0.627
O 2.183 -2.916 0.915
C -2.667 -3.140 -0.423
O -3.789 -3.119 -0.667
C -0.380 -2.291 -1.855
O -0.369 -1.773 -2.893
C -1.338 -1.773 1.678
O -1.646 -0.935 2.418
C -1.892 1.705 -0.837
H -1.641 2.185 0.115
H -1.268 1.956 -1.699
C -2.940 0.878 -0.948
H -3.200 0.410 -1.909
H -3.597 0.664 -0.091
C 2.044 2.517 -0.060
S 1.422 0.848 0.237
C 2.856 0.512 1.274
H 1.425 2.996 -0.823
H 3.083 2.440 -0.401
H 2.015 3.093 0.872
H 2.967 -0.558 1.444
H 3.746 0.912 0.759
H 2.727 1.045 2.225

7.
26
Properties=species:S:1:pos:R:3 method="wB97M-V/def2-TZVPD" gap_ev=6.79 energy_ha=-1316.687343 fmax_ev_per_a=4.7 charge=+3
O -1.538 -3.926 -3.663
C -1.008 -3.028 -3.203
Sn 0.387 -1.160 -1.332
O 0.254 -4.781 -0.559
C 0.410 -3.672 -0.800
C 2.434 -1.256 0.185
O 3.229 -1.201 0.998
C 1.496 1.267 -1.911
O 1.574 2.350 -2.256
C 2.710 -1.754 -2.918
O 3.756 -1.754 -3.378
H -0.391 -0.289 -2.657
C 0.687 1.693 1.895
P -0.844 0.986 1.259
C -1.894 0.474 2.615
C -1.718 2.224 0.297
O -0.526 -0.230 0.364
H 1.371 1.941 1.075
H 1.176 0.978 2.569
H 0.481 2.612 2.465
H -2.105 1.339 3.259
H -2.835 0.074 2.213
H -1.397 -0.309 3.201
H -1.119 2.518 -0.572
H -2.662 1.791 -0.054
H -1.927 3.113 0.907

8.
20
Properties=species:S:1:pos:R:3 method="wB97M-V/def2-TZVPD" gap_ev="7.53 / 6.87" energy_ha=-993.360812 spin_multiplicity=3 fmax_ev_per_a=1.4
C 2.435 0.511 0.027
C 1.667 1.442 -0.514
C -2.274 -1.057 -0.253
C -2.878 -0.012 -0.732
C 1.926 -0.895 0.006
C -0.835 0.315 1.282
C -0.940 -0.959 0.445
C 0.321 1.014 -1.009
P -0.986 1.754 0.131
P 0.317 -0.872 -0.961
H 3.408 0.710 0.451
H 1.934 2.486 -0.574
H -2.650 -2.073 -0.373
H -3.756 0.255 -1.269
H 2.635 -1.547 -0.516
H 1.791 -1.309 1.009
H -1.631 0.355 2.031
H 0.127 0.357 1.800
H -0.746 -1.857 1.044
H 0.133 1.383 -2.024